No. 1
This record from the Open Molecules 2025 dataset describes a structure of composition C5H10NO. The level of theory is ωB97M-V with the def2-TZVPD basis set.

Last column: natural (NBO) charge in e.
Geometry (Å):
C (0.656496, 0.382426, 0.631290)  -0.354
C (0.085863, -0.974047, 0.319535)  -0.184
C (0.876204, -2.031318, -0.156847)  -0.247
C (0.553462, -3.330036, -0.554674)  -0.484
N (0.449620, 1.434889, -0.306303)  -0.418
C (-1.001868, 1.827536, -0.277683)  0.078
O (-1.415522, 2.496149, 0.843906)  -0.848
H (1.676760, 0.174390, 0.686620)  0.172
H (0.259337, 0.679006, 1.583950)  0.311
H (-1.014145, -0.988165, 0.297734)  0.199
H (1.870817, -1.959626, -0.171042)  0.178
H (-0.054260, 0.497476, -2.222532)  0.019
H (1.431695, -3.993937, -0.563135)  0.171
H (-0.405527, -3.731853, -0.865797)  0.181
H (0.214578, 0.769674, -1.444228)  0.077
H (-1.242388, 2.421061, -1.206869)  0.092
H (-1.580961, 0.871198, -0.471556)  0.058

Cartesian forces (eV/Å) of the 2 atoms listed first:
-0.1 -2.9 -2.2
-1.3 1.0 -0.9

Values from the calculation:
Charge: -1
F_max, eV/A: 4.88
Frontier orbital gap, Ha: 0.150


No. 2
This record from the Open Molecules 2025 dataset describes the ion C5H10NO with charge +1. The level of theory is ωB97M-V with the def2-TZVPD basis set.

Last column: natural (NBO) charge in e.
Geometry (Å):
O (0.607566, 2.351707, 1.229449)  -0.492
C (-0.463798, 1.854336, 1.032270)  0.436
C (-0.620050, 0.747335, -0.027235)  -0.167
C (-0.967480, -0.604847, 0.532077)  -0.427
C (-0.115307, -1.580240, -0.313095)  -0.429
C (1.187766, -0.865136, -0.572144)  -0.217
N (0.721788, 0.610735, -0.655322)  -0.510
H (-1.356954, 2.247504, 1.534421)  0.173
H (-1.325722, 1.104122, -0.777129)  0.255
H (-0.805635, -0.660248, 1.614104)  0.237
H (-1.995076, -0.950791, 0.453320)  0.264
H (-0.044648, -2.544745, 0.188313)  0.266
H (-0.693779, -1.798731, -1.211662)  0.232
H (1.775835, -1.180859, -1.430260)  0.250
H (1.899295, -0.852214, 0.252812)  0.230
H (0.780599, 0.901472, -1.621184)  0.440
H (1.415603, 1.220602, -0.228739)  0.461

Cartesian forces (eV/Å) of the 2 atoms listed first:
0.3 -0.1 0.1
-0.1 0.3 -0.4

Values from the calculation:
Charge: +1
F_max, eV/A: 2.05
Frontier orbital gap, Ha: 0.427


No. 3
This record from the Open Molecules 2025 dataset describes a cluster of 2 separate species, C5H10NO in total. The level of theory is ωB97M-V with the def2-TZVPD basis set.

Last column: natural (NBO) charge in e.
Geometry (Å):
C (3.456950, 0.368705, -0.536467)  -0.216
C (2.233518, 0.179431, 0.018289)  -0.339
C (1.377748, -1.013540, -0.003513)  0.424
C (-1.354390, 0.541081, 1.202759)  0.181
C (-2.726761, -0.224548, -0.567097)  -0.435
N (-1.782119, 0.812187, -0.040010)  -0.437
O (0.228054, -1.206237, 0.404225)  -0.562
H (4.200042, 1.117002, -0.532533)  0.246
H (3.586256, -0.583776, -0.958700)  0.197
H (1.756900, 0.980875, 0.629207)  0.187
H (1.801978, -1.820658, -0.566175)  0.134
H (-2.000230, -0.072145, 1.606676)  0.172
H (-2.202007, -0.566720, -1.450028)  0.235
H (-2.774845, -0.950792, 0.242037)  0.219
H (-3.881655, -0.156511, -0.815037)  0.274
H (-1.111804, 1.346965, -0.652244)  0.446
H (-0.807641, 1.248683, 2.018615)  0.273

Cartesian forces (eV/Å) of the 2 atoms listed first:
-3.2 -2.7 0.9
-0.7 3.4 2.1

Values from the calculation:
Charge: +1
F_max, eV/A: 6.55
Frontier orbital gap, Ha: 0.338


- frontier orbital gap of number 2 (C5H10NO)?
  0.427 Ha


- Which of these has the lowest frontier orbital gap?
  number 1


What did the second record say?
This record from the Open Molecules 2025 dataset describes the ion C5H10NO with charge +1. The level of theory is ωB97M-V with the def2-TZVPD basis set.

Last column: natural (NBO) charge in e.
Geometry (Å):
O (0.607566, 2.351707, 1.229449)  -0.492
C (-0.463798, 1.854336, 1.032270)  0.436
C (-0.620050, 0.747335, -0.027235)  -0.167
C (-0.967480, -0.604847, 0.532077)  -0.427
C (-0.115307, -1.580240, -0.313095)  -0.429
C (1.187766, -0.865136, -0.572144)  -0.217
N (0.721788, 0.610735, -0.655322)  -0.510
H (-1.356954, 2.247504, 1.534421)  0.173
H (-1.325722, 1.104122, -0.777129)  0.255
H (-0.805635, -0.660248, 1.614104)  0.237
H (-1.995076, -0.950791, 0.453320)  0.264
H (-0.044648, -2.544745, 0.188313)  0.266
H (-0.693779, -1.798731, -1.211662)  0.232
H (1.775835, -1.180859, -1.430260)  0.250
H (1.899295, -0.852214, 0.252812)  0.230
H (0.780599, 0.901472, -1.621184)  0.440
H (1.415603, 1.220602, -0.228739)  0.461

Cartesian forces (eV/Å) of the 2 atoms listed first:
0.3 -0.1 0.1
-0.1 0.3 -0.4

Values from the calculation:
Charge: +1
F_max, eV/A: 2.05
Frontier orbital gap, Ha: 0.427


Copy entry 1 word for word.
This record from the Open Molecules 2025 dataset describes a structure of composition C5H10NO. The level of theory is ωB97M-V with the def2-TZVPD basis set.

Last column: natural (NBO) charge in e.
Geometry (Å):
C (0.656496, 0.382426, 0.631290)  -0.354
C (0.085863, -0.974047, 0.319535)  -0.184
C (0.876204, -2.031318, -0.156847)  -0.247
C (0.553462, -3.330036, -0.554674)  -0.484
N (0.449620, 1.434889, -0.306303)  -0.418
C (-1.001868, 1.827536, -0.277683)  0.078
O (-1.415522, 2.496149, 0.843906)  -0.848
H (1.676760, 0.174390, 0.686620)  0.172
H (0.259337, 0.679006, 1.583950)  0.311
H (-1.014145, -0.988165, 0.297734)  0.199
H (1.870817, -1.959626, -0.171042)  0.178
H (-0.054260, 0.497476, -2.222532)  0.019
H (1.431695, -3.993937, -0.563135)  0.171
H (-0.405527, -3.731853, -0.865797)  0.181
H (0.214578, 0.769674, -1.444228)  0.077
H (-1.242388, 2.421061, -1.206869)  0.092
H (-1.580961, 0.871198, -0.471556)  0.058

Cartesian forces (eV/Å) of the 2 atoms listed first:
-0.1 -2.9 -2.2
-1.3 1.0 -0.9

Values from the calculation:
Charge: -1
F_max, eV/A: 4.88
Frontier orbital gap, Ha: 0.150